# 1
A molecular structure, C27H26Br2N8S2Ti. Source: the Open Molecules 2025 dataset; level of theory: the ωB97M-V functional and the def2-TZVPD basis.

Geometry (Å):
1 Ti -1.061 -1.046 -0.300
2 Br -6.310 2.798 -1.367
3 C -4.788 1.828 -0.952
4 C -3.573 2.471 -0.787
5 C -2.466 1.714 -0.456
6 N -2.544 0.384 -0.286
7 C -3.719 -0.250 -0.486
8 C -4.864 0.449 -0.805
9 C -3.709 -1.748 -0.241
10 C -4.804 -2.552 -0.529
11 C -4.786 -3.888 -0.169
12 Br -6.215 -4.978 -0.578
13 C -3.691 -4.402 0.515
14 C -2.633 -3.556 0.738
15 N -2.611 -2.272 0.348
16 H -3.483 3.538 -0.916
17 H -1.485 2.163 -0.349
18 H -5.810 -0.052 -0.939
19 H -5.667 -2.138 -1.026
20 H -3.660 -5.426 0.853
21 H -1.746 -3.901 1.259
22 N 2.875 4.367 -2.459
23 C 2.161 3.814 -1.467
24 S 1.025 2.607 -1.807
25 N 2.414 4.288 -0.238
26 C 1.814 3.893 0.985
27 C 0.450 3.673 1.096
28 C -0.075 3.321 2.331
29 C 0.739 3.223 3.452
30 C 2.098 3.487 3.335
31 C 2.638 3.809 2.099
32 H 2.712 4.035 -3.395
33 H 3.579 5.069 -2.311
34 H 3.200 4.918 -0.141
35 H -0.184 3.817 0.232
36 H -1.142 3.162 2.424
37 H 0.316 2.975 4.414
38 H 2.740 3.450 4.203
39 H 3.697 4.010 2.001
40 S -0.832 -1.117 -2.783
41 C 0.475 -2.115 -2.325
42 N 1.603 -2.219 -2.988
43 C 2.741 -3.124 -2.705
44 C 2.342 -4.129 -1.647
45 C 1.628 -3.373 -0.547
46 N 0.373 -2.796 -1.080
47 H 1.668 -1.620 -3.805
48 H 3.578 -2.506 -2.373
49 H 3.018 -3.594 -3.647
50 H 3.226 -4.641 -1.270
51 H 1.679 -4.886 -2.072
52 H 2.244 -2.539 -0.199
53 H 1.367 -3.982 0.318
54 H -0.346 -3.518 -1.159
55 N 4.502 1.376 -0.302
56 C 3.654 0.897 0.300
57 C 2.583 0.295 1.066
58 C 2.762 -0.028 2.403
59 C 1.705 -0.586 3.100
60 C 0.514 -0.808 2.434
61 N 0.342 -0.512 1.135
62 C 1.363 0.038 0.464
63 H 3.711 0.164 2.887
64 H 1.789 -0.844 4.144
65 H -0.345 -1.228 2.948
66 H 1.219 0.341 -0.575

spin multiplicity	3
total charge	+2
HOMO-LUMO gap (alpha / beta)	6.25 / 6.64	eV
energy relative to the best compared isomer or geometry (same formula, charge and spin)	148.6	kJ/mol
expectation value of S²	2.01
energy	-225202.055	eV
E_HOMO (alpha / beta)	-12.3 / -12.7	eV

# 2
A molecular structure, C17H13AsF6N4Re. Source: the Open Molecules 2025 dataset; level of theory: the ωB97M-V functional and the def2-TZVPD basis.

Geometry (Å):
1 Re -0.011 -0.806 0.179
2 C 4.131 -2.542 3.601
3 C 3.116 -3.171 2.847
4 C 2.347 -2.432 2.002
5 C 2.602 -1.022 1.852
6 C 3.610 -0.396 2.678
7 C 4.362 -1.157 3.523
8 N 1.881 -0.310 0.979
9 C 2.333 0.893 0.470
10 C 3.674 1.256 0.251
11 C 3.940 2.516 -0.259
12 C 2.902 3.399 -0.549
13 C 1.553 3.040 -0.371
14 C 1.299 1.785 0.102
15 N 0.024 1.207 0.356
16 N -0.915 1.923 0.770
17 C -1.974 1.123 1.165
18 C -3.158 1.643 1.635
19 C -4.140 0.748 2.056
20 C -3.900 -0.618 1.983
21 C -2.695 -1.078 1.478
22 N -1.730 -0.222 1.090
23 H 4.729 -3.138 4.281
24 H 2.973 -4.240 2.931
25 H 1.624 -2.919 1.361
26 H 3.678 0.684 2.702
27 H 5.095 -0.697 4.173
28 H 4.473 0.539 0.398
29 H 4.962 2.807 -0.460
30 H 3.134 4.378 -0.950
31 H 0.751 3.725 -0.615
32 H -3.296 2.716 1.665
33 H -5.087 1.117 2.430
34 H -4.645 -1.335 2.299
35 H -2.493 -2.136 1.361
36 F 0.545 -0.631 -1.732
37 As -0.237 -2.365 -2.349
38 F -0.904 -1.570 -3.641
39 F 1.263 -2.718 -2.972
40 F -0.984 -3.841 -2.382
41 F 0.481 -2.709 -0.615
42 F -1.477 -1.647 -1.214

total charge	+3
HOMO-LUMO gap (alpha / beta)	5.53 / 5.52	eV
energy	-103044.810	eV
E_HOMO (alpha / beta)	-19.0 / -19.0	eV

# 3
2 unconnected molecules or ions with the total composition CH8N3. Source: the Open Molecules 2025 dataset; level of theory: the ωB97M-V functional and the def2-TZVPD basis.

Geometry (Å):
1 N -2.052 0.142 -0.043
2 H -2.488 0.970 -0.420
3 H -0.024 -1.254 0.328
4 H -2.549 -0.642 -0.449
5 H -2.294 0.166 0.943
6 N 1.002 1.102 -0.266
7 C 1.663 -0.095 -0.023
8 N 0.981 -1.252 0.280
9 H -0.011 1.122 -0.256
10 H 1.532 1.913 -0.518
11 H 2.740 -0.091 -0.050
12 H 1.500 -2.079 0.475

spin multiplicity	2
HOMO-LUMO gap (alpha / beta)	4.85 / 9.47	eV
energy relative to the best compared isomer or geometry (same formula, charge and spin)	4.1	kJ/mol
expectation value of S²	0.75
energy	-5635.231	eV
E_HOMO (alpha / beta)	-3.9 / -8.6	eV